66
Properties=species:S:1:pos:R:3 method="wB97M-V/def2-TZVPD" homo_energy_ha="-0.2641 / -0.2636" energy_ev=-209842.141 lumo_energy_ev="0.0 / 0.3" relative_energy_kcal_mol=12.4 mol_weight_g_mol=628.57 s_squared=3.92 charge=0 multiplicity=4
Cr 0.146 0.542 -0.462
C -3.171 1.952 -1.022
O -2.201 1.453 -0.127
C -2.627 1.343 1.211
C -1.396 1.554 2.099
O -0.310 0.714 1.749
C -0.180 -0.539 2.404
C -0.623 -1.715 1.519
O 0.047 -1.565 0.287
C 0.333 -2.748 -0.431
H -3.524 2.938 -0.699
H -4.017 1.264 -1.109
H -2.674 2.050 -1.987
H -3.087 0.360 1.392
H -3.359 2.128 1.446
H -1.663 1.432 3.157
H -1.026 2.576 1.933
H -0.714 -0.545 3.360
H 0.898 -0.650 2.580
H -1.711 -1.716 1.353
H -0.328 -2.653 2.008
H 0.929 -3.434 0.181
H 0.929 -2.434 -1.292
H -0.585 -3.236 -0.776
O 4.139 4.214 1.700
C 4.288 3.950 0.320
C 3.218 2.933 -0.134
C 3.447 2.629 -1.628
O 3.400 3.771 -2.433
C 1.861 3.590 0.136
Se 0.275 2.899 -0.858
C 3.412 1.665 0.691
Se 2.447 0.039 0.099
H 4.801 4.861 1.959
H 5.282 3.534 0.112
H 4.166 4.869 -0.269
H 2.705 1.886 -1.961
H 4.440 2.188 -1.751
H 2.480 4.066 -2.455
H 1.888 4.649 -0.131
H 1.628 3.509 1.200
H 3.118 1.839 1.728
H 4.462 1.373 0.660
C -0.055 -2.492 -5.478
Si -1.302 -1.043 -5.526
C -2.688 -1.326 -6.813
C -0.499 0.618 -5.992
C -2.147 -1.096 -3.823
C -3.419 -1.598 -3.633
C -3.955 -1.723 -2.353
C -3.172 -1.345 -1.285
N -1.950 -0.849 -1.424
C -1.451 -0.719 -2.661
S 0.139 -0.067 -2.730
H 0.433 -2.642 -6.436
H -0.539 -3.425 -5.200
H 0.716 -2.291 -4.740
H -2.275 -1.330 -7.815
H -3.419 -0.523 -6.767
H -3.216 -2.263 -6.675
H -0.109 0.582 -7.005
H 0.319 0.873 -5.329
H -1.222 1.428 -5.949
H -4.011 -1.907 -4.481
H -4.945 -2.124 -2.203
H -3.533 -1.452 -0.267